[1]
Entry from the OMol25 dataset: a molecular structure, C40H104As6F36N6O6 (wB97M-V/def2-TZVPD).

ORCA input file:
```
! wB97M-V def2-TZVPD RIJCOSX def2/J DEFGRID3
* xyz 0 1
As 1.89488 10.64256 3.50065
As 5.52377 2.35894 11.18515
As -6.96962 7.84794 8.16164
As -1.69305 -6.34439 -4.93342
As 2.15136 4.85373 -4.12923
As 9.90043 0.26256 2.41740
F -5.51143 8.46070 9.04888
F 1.32162 12.13815 2.64359
F 4.72229 3.64703 10.22187
F 11.10856 -0.31352 3.73749
F -3.48973 -6.09830 -4.95623
F 1.07930 10.97033 5.17757
F 6.40009 1.24628 12.28702
F -1.64593 -6.57811 -3.15396
F 8.79823 1.06701 3.61945
F 2.67679 10.16539 1.94568
F 3.02586 6.33158 -3.83052
F 2.99109 4.71820 -5.65900
F 0.41785 9.73051 2.97716
F -6.29648 8.38658 6.55225
F -8.43841 7.18822 7.31467
F 3.93166 2.03983 12.02392
F 10.82847 1.81452 2.22830
F 2.55402 9.12823 4.20942
F 8.94549 -1.24030 2.51358
F 3.44738 3.87148 -3.36060
F 5.84980 3.72810 12.32469
F 0.05597 -6.71393 -4.91219
F -1.65666 -6.25640 -6.73090
F 1.22268 3.40034 -4.46486
F -7.58583 7.20421 9.73847
F 7.12160 2.78884 10.50343
F -1.40589 -4.63914 -4.70530
F -6.21803 6.24374 7.89138
F 1.29284 5.14018 -2.58430
F 11.02975 -0.45656 1.22666
F 3.38162 11.59482 4.01439
F -1.97907 -8.14522 -5.05390
F -7.76677 9.46524 8.38758
F 0.88508 5.80447 -4.94673
F 8.89583 0.94187 1.09909
F 5.26362 1.00606 10.03808
O 5.72402 -4.42698 -7.88400
O -6.98317 0.22896 -9.99265
O -3.89060 12.09247 -1.16401
O -0.94321 2.31952 10.65186
O -3.62689 -11.71504 0.27219
O -0.26130 -0.55791 1.82830
N 5.91486 -2.55339 -5.23807
N -0.60518 4.40029 12.51089
N 0.84489 1.32368 3.73055
N -0.74172 -11.10135 1.83848
N -3.94695 0.65842 -8.56349
N -2.08319 9.91519 -1.48450
C -4.93957 13.00443 -0.72356
C -3.84556 -0.72273 -9.40255
C 1.00434 -0.07607 4.37045
C -0.40065 -12.30213 2.72823
C -0.66632 3.42715 3.78140
C -3.92397 0.33284 -6.95106
C -3.21502 -11.91198 1.55503
C -1.34935 1.04102 10.94214
C 4.68146 -3.47980 -5.74463
C 4.53154 -3.76578 -7.26411
C -2.26723 -10.79134 1.93253
C -0.83490 5.64363 10.23547
C -2.75734 1.55172 -8.98163
C 1.18127 -11.85713 0.14364
C -4.33293 10.77879 -0.82685
C 5.65118 -1.99109 -3.82054
C -1.43256 -1.04406 1.20327
C -3.60371 9.66979 -1.58689
C -3.90637 8.24237 -1.08515
C 0.06818 -9.86701 2.31939
C -0.01912 -9.58518 3.88112
C 5.69136 -4.65617 -9.24054
C -5.24733 1.41902 -8.97116
C 5.97447 -1.30535 -6.24269
C 0.16205 0.69056 1.33426
C -0.34232 -11.47097 0.42980
C -2.02378 3.29125 10.67611
C -8.18786 -0.43122 -9.92172
C 8.52107 -2.53158 -5.12585
C -4.27555 1.45595 -5.99428
C -3.86385 -12.90454 -0.52717
C 1.19921 1.27800 2.25819
C 1.90858 2.33933 4.39603
C -3.50249 -0.67597 -10.95032
C 5.63052 -3.11193 -2.74984
C -1.50137 4.67593 11.25767
C -6.55753 0.67396 -8.72923
C -0.58516 1.93247 3.97538
C 7.19169 -3.32499 -5.38162
C 2.46422 -0.72501 4.41002
H -5.20929 12.90070 0.32743
H -3.79946 9.76901 -2.65456
H 1.10192 -10.14469 2.11355
H 4.78645 -3.79812 -2.68089
H -8.94749 0.28940 -9.61881
H -1.70756 3.65316 4.01123
H -8.55629 -0.65052 -10.92385
H 6.71696 -4.96251 -9.44646
H -2.43062 -9.92600 1.29019
H 7.30087 -3.73077 -6.38737
H -4.48324 13.99428 -0.71665
H -1.88887 0.93839 -8.74144
H -0.35882 -9.04348 1.74705
H 7.01733 -4.15375 -4.69544
H -2.37384 3.49268 9.66370
H -2.29959 -0.81353 1.82232
H 0.18766 -0.72833 4.06112
H 4.44355 -2.79678 -7.75542
H -1.82144 0.98246 11.92286
H -1.54801 5.78268 9.42293
H -6.66782 -0.14419 -8.01750
H 4.80797 -1.31785 -3.97487
H -4.02304 10.58296 0.19965
H 3.74681 -2.98606 -5.47861
H -2.54820 -0.20713 -11.19036
H 4.98463 -0.86274 -6.13146
H 2.88392 -0.92834 3.42483
H -1.41555 1.39517 3.51725
H -3.06312 -1.26899 -8.87579
H 6.12915 -1.65864 -7.26218
H 0.81580 0.21973 5.40247
H 0.56721 0.57179 0.32936
H -0.69942 1.34481 1.20038
H 2.43224 -1.70843 4.87903
H -5.27440 2.35060 -8.40591
H 0.14791 5.47310 9.79603
H -0.50630 0.35028 10.92603
H -3.52248 -1.72383 -11.24980
H 2.89934 1.91042 4.54617
H 1.52161 2.52828 5.39736
H 8.65777 -1.84287 -5.95958
H -4.52400 1.00860 -5.03184
H -1.42602 -2.13060 1.11678
H 0.60729 -10.29884 4.41627
H -0.55703 -10.61035 -0.20370
H -1.98782 0.63257 10.15880
H -1.60646 9.53719 -2.29069
H -1.67452 9.60790 -0.61349
H -3.67182 2.33438 -5.76627
H -4.98980 1.64342 -10.00625
H 0.38811 -8.59879 4.10314
H -0.31835 5.26521 12.94647
H -1.64250 -0.60208 0.22927
H -2.79039 2.98191 11.38653
H -5.88288 13.01235 -1.26966
H -0.76205 1.59421 4.99637
H -3.17610 -12.89429 -1.37275
H 9.34263 -3.24209 -5.03460
H 6.66451 -0.53574 -5.89677
H -5.25414 1.75143 -6.37260
H -2.31780 5.21935 11.73329
H 5.00522 -5.43740 -9.56763
H -4.79403 -1.24019 -9.25851
H -8.39116 -1.19640 -9.17256
H 2.13559 0.72132 2.29578
H -1.02585 3.82258 13.22462
H 1.99482 3.18179 3.70981
H 6.51376 -1.36261 -3.59904
H 6.52288 -3.72135 -2.60695
H 1.87003 -11.01466 0.08077
H -3.61981 8.10331 -0.04273
H 8.59495 -2.00261 -4.17566
H -4.95760 7.95423 -1.08547
H -0.40325 3.66267 2.75018
H 1.17555 -12.30570 -0.84977
H -0.89494 -12.37748 0.18288
H -2.95096 2.43018 -8.36606
H -1.79973 10.88378 -1.52421
H -0.58919 -13.28540 2.29727
H -2.90904 -0.01156 -6.75251
H 5.48422 -2.61013 -1.79333
H -3.38685 7.50516 -1.69727
H 5.43811 -3.73852 -9.77146
H -7.27461 1.40748 -8.36067
H -4.27111 -0.23073 -11.58205
H -1.00596 -9.67264 4.33565
H -2.79006 -12.91066 1.65572
H -2.86762 1.84712 -10.02502
H -4.82078 -12.76282 -1.02945
H -0.80198 -12.08367 3.71782
H -4.60726 -0.50665 -6.82268
H 0.27698 3.96037 12.29091
H 0.68756 -12.36375 2.73924
H 3.66885 -4.41661 -7.40662
H 0.00536 3.97925 4.43879
H -0.77058 6.66701 10.60513
H 4.76108 -4.47082 -5.29785
H -5.39486 10.65423 -1.03872
H 1.66002 -12.64997 0.71835
H -3.81246 -13.82973 0.04683
H -4.12755 -11.90024 2.15107
H 3.20233 -0.17017 4.98920
H 1.44582 2.26821 1.87508
H -2.34292 -10.48614 2.97618
*
```

For the energy above the lowest of the compared OMol25 structures with the same formula, charge and spin, the calculation gives 0.00 kcal per mole. The calculation puts the HOMO-LUMO gap at 8.336 eV.



[2]
Entry from the OMol25 dataset: 14 unconnected molecules or ions with the total composition C40H104Cl4O36S12 (wB97M-V/def2-TZVPD).

ORCA input file:
```
! wB97M-V def2-TZVPD RIJCOSX def2/J DEFGRID3
* xyz 0 1
Cl 2.74464 1.40626 -3.05154
Cl -8.18300 1.42147 -1.87440
Cl 0.15105 2.10915 -6.42657
Cl -11.35561 2.38885 -0.66385
S 11.76745 -0.68983 6.59743
S 5.21599 4.78487 10.44558
S 5.14331 -13.37404 0.38901
S -4.51496 -7.89965 -9.95233
S -5.52819 11.36554 -7.31329
S -3.48660 12.72502 2.57959
S 7.35997 -5.42513 -1.38329
S 0.89565 -12.96658 -6.83979
S -7.89910 -7.83851 -1.56794
S -7.08306 1.88268 6.69864
S -1.52257 -1.38888 1.14355
S 7.05944 8.00681 -0.80414
O 0.55369 -11.63373 -5.92079
O -3.27022 11.34770 2.99649
O 0.48519 -12.74893 -8.25780
O -2.31778 13.74305 3.22126
O 7.66198 9.37214 -0.89693
O 7.37997 -6.72745 -2.04627
O -2.61382 -1.81240 1.96881
O -1.25333 -2.09956 -0.16186
O 12.22825 0.51149 7.25880
O 11.52624 -1.91420 7.29783
O 7.23280 7.14757 0.31737
O -6.63906 11.79171 -6.49871
O -5.66994 11.44818 -8.75396
O -8.08128 -6.40680 -1.32758
O 10.44190 -0.32022 5.62962
O -7.98630 1.96210 7.82051
O -8.30032 -8.55735 -2.79762
O 8.77682 -5.16508 -0.61761
O 5.37172 8.23263 -0.94822
O 3.86513 -13.77508 -0.17582
O -8.47177 -8.54601 -0.16653
O -6.94968 3.34140 5.97708
O -5.73781 1.30676 6.74725
O 3.97963 5.20987 9.39714
O -5.86078 -7.69819 -10.49958
O -3.69437 13.06639 1.20928
O -4.27122 -8.80186 -8.81612
O 4.75807 -12.11710 1.35179
O 6.08558 -14.25383 1.13690
O 5.06027 3.39349 10.85539
O -3.82623 -6.44080 -9.54848
O 6.22269 -5.13389 -0.48799
O 2.28122 -13.40983 -6.47689
O -1.58132 0.29354 0.87540
O 6.46621 5.28993 9.88534
O -5.03331 9.86294 -6.90895
C -0.16143 -14.20056 -5.87550
C 4.04436 6.46330 8.83062
C 7.46756 -3.96246 -2.64815
C 9.24686 0.14470 6.22807
C 3.19527 6.44696 7.51287
C -1.81612 14.72404 5.25006
C -4.07810 12.34057 -6.92925
C -4.02836 -4.49190 -8.25473
C 4.84237 9.38123 -1.67164
C -7.95744 1.07953 5.26905
C 0.51802 1.70560 -4.77527
C 13.00728 -1.12511 5.28921
C -1.65583 13.47296 4.45439
C 8.83086 -4.28792 0.55394
C -9.04451 -8.70987 2.23612
C -4.96296 9.51890 -5.56924
C -4.93361 13.36823 3.56738
C 0.97140 -9.44296 -5.40084
C -10.86077 1.68613 -2.20679
C 0.04439 -1.48487 2.17897
C 2.96997 -10.46429 1.63771
C -3.47266 -8.32856 -11.45649
C 1.89544 2.37874 -4.30907
C -1.77446 1.17617 1.94061
C -7.78347 5.64484 5.81870
C -4.72116 -5.42578 -9.17822
C -1.73817 2.59656 1.39410
C -8.11433 4.18075 5.78820
C -8.54372 -7.79975 1.06323
C 7.30761 7.12532 -2.38527
C 3.31604 9.12857 -1.86479
C -9.83991 0.57511 -2.01632
C 4.73566 5.81372 11.89163
C 8.86070 -5.31194 1.65688
C 6.17492 -12.48851 -0.92286
C 7.92530 -0.04928 5.44413
C 1.60448 -10.67535 -6.00028
C -6.09026 -8.07225 -1.31097
C 4.04131 -11.05765 0.79684
C -5.33886 8.01297 -5.44687
H -4.17981 13.38020 -7.24059
H -7.32097 5.88083 4.86031
H -1.48004 15.59584 4.68871
H -9.75385 -0.19597 -2.78192
H 0.88573 -9.44736 -4.31422
H 8.36507 7.26688 -2.60852
H 7.05413 6.08183 -2.19822
H 7.59128 -2.94842 -2.26798
H 3.45448 -9.96685 2.47790
H 2.15410 6.15188 7.64328
H -3.30411 11.86145 -7.52882
H -9.43495 -8.14932 3.08550
H 7.91666 0.46837 4.48492
H 0.09528 -14.21708 -4.81630
H 1.59548 -8.56291 -5.55619
H 8.30370 -4.14907 -3.32205
H 5.02856 5.25607 12.78121
H -7.86001 0.00539 5.42659
H 6.75475 -11.69234 -0.45594
H -5.67053 10.16366 -5.04797
H 1.79077 3.40477 -3.95634
H -0.59961 13.40545 4.19370
H 5.37133 9.77335 -2.54028
H -5.86365 12.94445 3.18853
H 12.58570 -2.07211 4.95223
H -7.01879 5.94607 6.53467
H -4.69537 7.45373 -6.12604
H 0.79484 -1.12056 1.47741
H -8.70217 6.22478 5.90663
H 3.69901 5.74575 6.84754
H 5.08053 6.66667 8.56030
H -3.36914 -3.85062 -8.83980
H -5.81756 -9.09612 -1.56682
H 7.08361 0.38283 5.98536
H -1.84953 3.42256 2.09652
H 2.36413 -9.72534 1.11329
H 2.30461 -11.25783 1.97783
H -0.00803 -0.81746 3.03916
H -5.95858 -7.80109 -0.26348
H 14.00355 -1.25620 5.71154
H 7.95034 -3.64884 0.61998
H -1.17856 -13.80939 -5.85213
H 9.77232 -3.74092 0.60441
H -9.29259 -7.01340 0.96875
H 9.44174 1.21682 6.20222
H -5.58686 -7.35111 -1.95491
H -7.54166 1.27793 4.28120
H -3.35076 -9.41085 -11.41301
H 13.02498 -0.21242 4.69359
H 5.51066 -11.99094 -1.62946
H 4.84178 -10.32180 0.72007
H -4.93611 14.44389 3.39119
H -2.46293 -7.93294 -11.34679
H 6.78138 -13.24998 -1.41324
H 6.54983 -3.85262 -3.22592
H -1.22081 0.95005 2.85189
H 0.65733 0.62487 -4.80194
H 2.57446 2.41285 -5.16105
H -9.88838 -0.06918 -1.13847
H -8.69978 3.94779 4.89878
H -2.82117 14.78147 5.66799
H -7.57681 -7.37538 1.33360
H 9.12560 -0.15051 7.27030
H 3.13691 7.43287 7.05169
H 3.56166 -11.32671 -0.14424
H -3.94574 9.71365 -5.22954
H 1.94117 -10.58679 -7.03320
H -8.81393 4.10196 6.62034
H 6.61313 7.50942 -3.13245
H -2.48178 2.68936 0.60256
H 5.13622 6.82707 11.86363
H -5.53232 -5.79101 -8.54834
H -3.99576 -7.95098 -12.33507
H 2.37725 -11.12599 -5.37752
H 3.69923 7.29214 9.44868
H -0.80843 2.83923 0.87953
H -2.82558 1.03251 2.19084
H -8.31385 -9.41999 2.62336
H 0.22662 -2.50411 2.51961
H -10.60549 2.47353 -2.91596
H -0.06166 -15.15806 -6.38675
H 9.69288 -6.00082 1.51188
H 3.12510 8.32793 -2.57939
H 0.01522 -9.37358 -5.91950
H -11.81402 1.32837 -2.59591
H -5.07422 7.55369 -4.49444
H -2.10644 12.57210 4.87093
H 7.95584 -5.88236 1.44729
H -9.00317 1.38339 5.22180
H -3.39935 -4.97797 -7.50895
H 7.60569 -1.06980 5.23325
H -5.13534 -4.88494 -10.02913
H -6.36481 7.73725 -5.69080
H 3.64768 5.84202 11.95178
H -4.69311 -3.85577 -7.67031
H 2.92585 8.80648 -0.89934
H -9.88256 -9.28102 1.83668
H -3.89710 12.31719 -5.85464
H -1.18911 14.62959 6.13664
H -4.86695 12.97644 4.58235
H 8.82165 -4.98915 2.69726
H -0.21478 1.98237 -4.01731
H 2.79268 10.01120 -2.23244
H 5.01921 10.26525 -1.05899
*
```

The calculation puts the HOMO-LUMO gap at 10.800 eV.